37
Properties=species:S:1:pos:R:3:forces:R:3 method="wB97M-V/def2-TZVPD" spin_multiplicity=1 charge=+1 fmax_ev_per_a=4.30
N -2.2745 -1.8114 0.9414 -0.5 1.3 -1.3
B -3.1319 -0.6089 0.6033 -1.1 -1.4 -0.2
O -4.1309 -0.7142 -0.4405 2.5 0.8 1.2
C -2.8842 0.7218 1.4933 -1.6 1.1 -1.5
O -1.4756 1.0381 1.1825 0.7 1.0 2.5
C -0.9332 1.7582 2.2934 1.0 0.8 -0.6
O -0.0070 2.5690 2.1879 -3.0 -3.0 0.3
C -1.7414 1.2359 3.5549 -0.7 0.8 0.1
Cl -2.0079 2.5782 4.7812 0.7 -1.0 -0.8
C -3.2101 0.7413 3.0502 2.8 0.0 -0.6
S -3.4174 -0.8301 4.0053 -0.7 -0.5 0.0
H -2.7694 -2.6817 0.7156 0.3 0.4 -0.2
H -1.4771 -1.7337 0.2903 0.0 -0.4 0.8
H -3.6239 -1.0534 -1.2093 -0.9 -0.2 0.5
H -3.4053 1.6283 1.0254 0.2 -1.3 0.7
H -1.2025 0.3356 3.9996 -0.6 1.5 -0.4
H -4.0002 1.4896 3.3396 0.9 -1.0 -0.5
H -3.5799 -1.9104 3.1640 0.1 1.2 0.0
C 0.6026 2.0934 -1.2170 0.4 -0.1 0.4
C 0.7008 0.8315 -2.0490 -0.6 0.3 -0.2
N 1.9244 0.0538 -1.7999 0.2 -0.3 -0.2
C 2.6517 -0.0182 -0.6287 -0.1 0.1 -0.2
C 3.6898 -0.8659 -0.8576 -0.2 -0.1 -0.3
N 3.5605 -1.3122 -2.1542 -0.1 0.0 0.0
C 2.4834 -0.7529 -2.7057 0.2 0.2 0.6
C 4.4442 -2.2550 -2.8363 0.0 -0.1 -0.3
H 1.4880 2.7188 -1.3524 -0.1 0.0 -0.1
H -0.2754 2.6723 -1.5054 0.1 -0.1 0.0
H 0.5046 1.8628 -0.1550 0.0 0.1 -0.1
H 0.6881 1.0951 -3.1091 0.1 -0.2 0.1
H -0.1535 0.1777 -1.8565 0.1 0.0 0.0
H 2.3482 0.5500 0.2331 0.2 0.0 0.1
H 4.5079 -1.2144 -0.2524 -0.1 0.1 0.2
H 2.1241 -0.9238 -3.7094 0.1 0.1 0.1
H 4.8465 -1.7816 -3.7318 0.0 -0.1 0.1
H 3.8729 -3.1417 -3.1115 0.1 0.0 0.0
H 5.2636 -2.5417 -2.1794 -0.1 0.1 0.0

9
Properties=species:S:1:pos:R:3:forces:R:3 method="wB97M-V/def2-TZVPD" spin_multiplicity=1 charge=0 fmax_ev_per_a=1.99 smiles=CCO
C 0.6359 0.7506 0.0777 0.1 0.1 0.0
C -0.1068 -0.5356 -0.1696 0.3 0.2 -0.9
O -1.0022 -0.8547 0.8830 -0.3 0.0 -0.5
H 1.3823 0.6561 0.8707 -0.1 0.0 -0.1
H 1.1227 1.0283 -0.8602 0.2 0.2 0.2
H -0.0732 1.5351 0.3668 0.2 -0.1 -0.1
H 0.5409 -1.3910 -0.3862 0.2 0.2 0.1
H -0.7592 -0.3957 -1.0605 0.8 0.0 0.0
H -1.7403 -0.7931 0.2783 -1.4 -0.4 1.4

no.,HOMO (Eh),molecular weight (g mol⁻¹)
1,-0.419,306.60
2,-0.383,46.07